Computed, not measured: a cluster of 3 separate species, C3H14N2O2 in total in a non-equilibrium geometry, with ωB97M-V/def2-TZVPD.

Structure (XYZ):
```
21
Properties=species:S:1:pos:R:3
C -1.11959 0.16271 1.27933
C 0.04126 0.72657 0.46222
N -0.42259 1.92259 -0.26577
C 0.74371 -0.26823 -0.43041
N 2.07832 0.24299 -0.78814
H -1.94994 -0.25424 0.69693
H -0.68798 -0.71373 1.76774
H -1.54925 0.92983 1.91092
H 0.77841 0.99365 1.22547
H 0.20920 2.25908 -0.97590
H -1.32181 1.65165 -0.64143
H 0.21870 -0.43021 -1.37381
H 0.81151 -1.28302 0.02994
H 2.42572 -0.30733 -1.54079
H 2.59466 0.23388 0.08294
O -4.97436 -1.09638 1.49537
H -5.86372 -1.06674 1.82104
H -4.73819 -0.24082 1.11528
O 4.53346 -1.41686 -2.14485
H 4.55861 -0.85476 -1.36561
H 3.63385 -1.19064 -2.36046
```

The value obtained for the HOMO energy is -9.18 eV. The calculation puts the orbital gap at 9.9 eV. The energy above the lowest of the compared OMol25 structures with the same formula, charge and spin comes out at 115.7 kJ/mol. The molar mass comes out at 110.16 u. The calculation puts the largest force on an atom at 1.81 eV/Å. The calculation puts the total energy at -10412.592 eV. As for the lowest unoccupied orbital energy: 0.75 eV.